C4H3IN2 | ωB97M-V with the def2-TZVPD basis set

Last column: natural (NBO) charge in e.
Positions of all 10 atoms, in Å:
C 0.02097 4.32088 0.58450  0.40
C 0.40687 0.18390 -0.37372  -0.49
C -0.59748 0.12684 0.42512  -0.04
C -1.36662 2.37053 1.05776  0.17
N 0.61526 5.29032 0.39893  -0.33
N -0.49109 3.15040 0.71748  -0.57
I -3.23150 2.61212 1.94589  0.19
H 0.87356 -0.71846 -0.76276  0.23
H 0.84776 1.11472 -0.69931  0.24
H -1.25671 -0.54263 0.92184  0.20

Cartesian forces (eV/Å) of the 6 atoms listed first:
C 0.2 0.9 0.0
C 0.5 -0.1 -0.4
C -1.5 2.8 1.1
C 1.7 -2.6 -1.1
N 0.1 0.5 0.0
N -0.6 -1.4 0.1

Calculated values
Kohn-Sham gap (alpha / beta)	0.2811 / 0.2768	Ha
energy	-561.22750	Eh
multiplicity	1

***

C4H3KN2S2 | ωB97M-V with the def2-TZVPD basis set

Last column: natural (NBO) charge in e.
Positions of all 12 atoms, in Å:
K 0.77852 1.95805 -1.48214  0.98
S -2.00654 1.75854 0.63579  -0.37
C -1.77150 3.13883 -0.16444  -0.01
N -1.60469 4.14558 -0.79145  -0.56
S 1.61811 -2.55224 0.68522  0.44
C -0.08979 -2.21447 0.69022  -0.43
C -0.32336 -0.96151 0.04524  -0.04
N 0.74976 -0.26938 -0.22785  -0.52
C 1.84479 -0.98338 -0.04559  -0.18
H -0.61961 -2.75290 1.43162  0.24
H -1.20330 -0.31539 -0.00325  0.26
H 2.62762 -0.95173 -0.77336  0.21

Cartesian forces (eV/Å) of the 6 atoms listed first:
K -0.6 0.9 0.1
S -0.2 -1.0 0.8
C 0.4 3.7 -2.3
N 0.0 -2.5 1.4
S -1.3 1.6 -0.6
C 1.3 1.7 -0.9

Calculated values
Kohn-Sham gap	0.2440	Ha
energy	-1660.02658	Eh
multiplicity	1

***

C4H3LiMgO | ωB97M-V with the def2-TZVPD basis set

Last column: Löwdin spin population.
Positions of all 10 atoms, in Å:
O 1.10311 -0.18089 0.08586  0.23
C 2.27050 -0.85057 0.11538  0.67
Li -0.46054 -1.17753 -0.26766  0.00
Mg 0.77626 1.68003 0.33368  0.01
H 2.24795 -1.94131 0.02955  0.04
H 3.19063 -0.29428 -0.08260  0.04
C -1.33122 2.12594 0.23784  0.00
C -1.93218 1.08793 -0.19985  0.00
C -2.39766 -0.16413 -0.26639  0.00
H -3.46685 -0.28518 0.01420  0.00

Cartesian forces (eV/Å) of the 6 atoms listed first:
O -0.6 0.8 0.1
C 0.9 -0.4 -0.1
Li -0.2 0.0 -0.1
Mg -1.1 -0.4 -0.2
H 0.0 0.4 0.1
H -0.2 -0.3 0.1

Calculated values
Kohn-Sham gap (alpha / beta)	0.2050 / 0.2782	Ha
energy	-436.67997	Eh
total charge	+1
multiplicity	2

***

C4H3LiO4Rb | ωB97M-V with the def2-TZVPD basis set

Last column: Löwdin spin population.
Positions of all 13 atoms, in Å:
O 2.59598 -1.14528 0.93779  0.07
O 3.43253 0.73311 0.43636  0.02
C 2.04208 -0.29148 2.02295  0.63
C 3.02820 0.83027 1.86409  0.12
C 3.08021 -0.43893 -0.04759  0.06
H -0.04962 -0.23267 0.82060  0.02
H 2.62051 1.83856 2.04473  0.01
H 3.97112 0.76499 2.43510  0.04
O -2.21155 -0.15793 0.43455  0.00
C -1.07458 -0.11470 -0.07008  0.02
O -0.88341 -0.19922 -1.31961  0.00
Li -2.91039 -0.05742 -1.41435  0.00
Rb 1.49371 -0.61608 -3.40856  0.00

Cartesian forces (eV/Å) of the 6 atoms listed first:
O -1.1 -0.6 -0.9
O -0.1 0.9 -0.8
C 0.6 0.3 0.5
C -0.4 0.1 0.1
C 0.6 -0.2 0.4
H -2.4 0.7 -2.6

Calculated values
Kohn-Sham gap (alpha / beta)	0.1162 / 0.1705	Ha
energy	-486.62238	Eh
multiplicity	2

***

C4H3N | ωB97M-V with the def2-TZVPD basis set

Last column: natural (NBO) charge in e.
Positions of all 8 atoms, in Å:
C 1.54350 0.04664 -0.03127  -0.71
C 0.09066 -0.16776 0.01884  0.16
C -1.13905 -0.24740 -0.01350  -0.18
C -2.53575 -0.02913 -0.04033  0.23
H 1.97855 -0.40101 0.91201  0.25
H 2.05484 -0.42088 -0.86543  0.25
H 1.70423 1.17376 0.01188  0.26
N -3.69698 0.04577 0.00780  -0.27

Cartesian forces (eV/Å) of the 6 atoms listed first:
C 0.0 0.7 1.9
C -2.6 -0.1 -0.7
C 1.8 0.9 0.0
C -0.3 -0.7 0.4
H -0.3 0.6 -1.0
H -0.2 0.1 -0.3

Calculated values
Kohn-Sham gap	0.4065	Ha
energy	-208.89245	Eh
multiplicity	1

***

C4H3N | ωB97M-V with the def2-TZVPD basis set

Last column: natural (NBO) charge in e.
Positions of all 8 atoms, in Å:
C 1.53184 0.03827 0.04067  -0.69
C 0.10638 -0.04177 -0.04052  0.17
C -1.07180 -0.14506 -0.03076  -0.19
C -2.45359 -0.13958 0.00095  0.23
H 1.93821 -0.79481 -0.52416  0.25
H 1.74861 0.99894 -0.45239  0.25
H 1.82099 -0.02453 0.98677  0.24
N -3.62064 0.10854 0.01944  -0.27

Cartesian forces (eV/Å) of the 6 atoms listed first:
C -1.3 0.6 -4.6
C 0.8 -0.4 0.4
C -2.2 -0.3 0.0
C -4.3 1.6 0.0
H 0.4 0.1 -0.2
H 0.7 -0.4 0.4

Calculated values
Kohn-Sham gap	0.4089	Ha
energy	-208.88537	Eh
multiplicity	1

***

C4H3N | ωB97M-V with the def2-TZVPD basis set

Last column: natural (NBO) charge in e.
Positions of all 8 atoms, in Å:
C 1.08888 0.54045 -0.71829  -0.70
C 0.17274 -0.37418 -0.05719  0.17
C -0.76776 -0.92393 0.46302  -0.18
C -2.02976 -1.11603 0.98855  0.23
N -3.12048 -1.10976 1.38275  -0.27
H 2.06533 0.12496 -0.97427  0.25
H 1.23277 1.40617 -0.06254  0.25
H 0.59955 0.88637 -1.63477  0.25

Cartesian forces (eV/Å) of the 6 atoms listed first:
C 0.1 0.1 -0.1
C -0.6 -0.2 0.2
C 0.4 0.5 -0.3
C -1.0 0.0 0.4
N 1.0 -0.3 -0.3
H -0.2 -0.1 0.1

Calculated values
Kohn-Sham gap	0.4091	Ha
energy	-208.89327	Eh
multiplicity	1

***

C4H3N | ωB97M-V with the def2-TZVPD basis set

Last column: natural (NBO) charge in e.
Positions of all 8 atoms, in Å:
C 3.07318 0.15480 0.08542  0.27
C 0.48146 -0.96855 -0.10393  -0.12
C 1.39269 -0.00891 -0.03742  -0.04
C 0.02517 0.46289 0.07226  -0.39
N 4.20342 0.00927 -0.04006  -0.32
H 0.25311 -1.90873 -0.45430  0.23
H -0.60858 0.92202 -0.60271  0.19
H -0.41567 0.57605 1.04514  0.18

Cartesian forces (eV/Å) of the 6 atoms listed first:
C -5.5 -0.6 -1.0
C 3.0 3.4 -0.6
C 4.0 -2.0 0.5
C -1.0 -1.0 2.4
N 0.4 0.2 0.3
H -0.5 -1.9 -0.2

Calculated values
Kohn-Sham gap	0.3845	Ha
energy	-208.81009	Eh
multiplicity	1

***

C4H3N2 | ωB97M-V with the def2-TZVPD basis set

Last column: natural (NBO) charge in e.
Positions of all 9 atoms, in Å:
C 1.28432 0.53826 -0.53506  0.75
C -1.03399 0.86005 -0.19448  0.28
C -1.26173 -0.19431 0.71679  -0.18
C -1.29877 -1.23680 1.35736  0.07
N 0.17423 0.99655 -0.58339  -0.42
N 2.29134 -0.06109 -0.69014  -0.50
H -1.90563 1.32725 -0.50172  0.26
H 3.04386 -0.02691 -1.35449  0.47
H -1.29363 -2.20300 1.78515  0.27

Cartesian forces (eV/Å) of the 6 atoms listed first:
C 3.2 -2.2 -1.0
C 0.9 -3.0 2.2
C -0.1 -1.7 1.3
C 0.1 2.1 -1.7
N -2.9 2.9 -0.6
N -0.6 0.4 0.6

Calculated values
Kohn-Sham gap	0.3293	Ha
energy	-263.31613	Eh
total charge	+1
multiplicity	1

***

C4H3N2 | ωB97M-V with the def2-TZVPD basis set

Last column: natural (NBO) charge in e.
Positions of all 9 atoms, in Å:
C -2.09426 -1.10198 0.71097  0.08
C -2.90365 -1.19197 -0.23660  0.06
C -0.03351 0.07602 0.25615  0.82
C 2.44021 0.98582 -0.28064  0.14
N -1.03670 -0.14726 0.66512  -0.29
N 1.28427 0.67988 -0.41013  -0.45
H -3.85305 -1.52346 -0.27418  0.24
H 3.21226 0.74592 -0.99164  0.22
H 2.98443 1.47703 0.56094  0.19

Cartesian forces (eV/Å) of the 6 atoms listed first:
C 1.5 3.3 -2.7
C 1.8 -0.7 3.3
C 13.3 7.3 -3.7
C 5.1 1.9 3.4
N -6.4 -4.6 2.7
N -10.5 -6.1 -0.1

Calculated values
Kohn-Sham gap	0.3214	Ha
energy	-263.13494	Eh
total charge	+1
multiplicity	1

***

C4H3N3 | ωB97M-V with the def2-TZVPD basis set

Last column: natural (NBO) charge in e.
Positions of all 10 atoms, in Å:
C -0.18330 1.17710 -0.55208  -0.29
C 0.71431 0.73651 0.56210  -0.27
C -0.97633 0.32175 -1.09695  0.06
C 0.40363 -0.52626 0.93481  0.25
N 0.93146 -1.84542 1.30346  -0.19
N 0.18645 -2.34445 0.33883  0.05
N -0.61926 -1.21382 0.27139  -0.29
H -0.32721 2.14106 -0.81711  0.24
H 1.66986 1.13023 0.78202  0.24
H -1.79961 0.42330 -1.72647  0.21

Cartesian forces (eV/Å) of the 6 atoms listed first:
C 1.4 -2.1 2.5
C -0.5 -1.9 -0.4
C 1.0 -3.4 2.2
C -0.8 0.5 -0.6
N 0.1 -0.7 -1.9
N 1.3 0.8 2.2

Calculated values
Kohn-Sham gap (alpha / beta)	0.3249 / 0.3249	Ha
energy	-318.22550	Eh
multiplicity	1

***

C4H3N3O | ωB97M-V with the def2-TZVPD basis set

Last column: natural (NBO) charge in e.
Positions of all 11 atoms, in Å:
C -0.88092 -0.04234 -0.28422  0.43
C 0.79182 0.90257 0.55138  0.02
C 0.51003 -0.37398 -0.06649  -0.33
C 1.02496 -1.59478 -0.49085  0.27
H -1.58885 -2.30808 0.03441  0.35
H 0.00984 2.83851 0.49199  0.42
H 1.70563 1.10036 1.07991  0.22
N -1.24079 1.14565 0.03687  -0.30
N -0.25471 1.66153 0.57253  -0.28
N 1.59086 -2.51663 -0.95308  -0.28
O -1.66787 -0.81280 -0.97245  -0.52

Cartesian forces (eV/Å) of the 6 atoms listed first:
C 0.7 -2.9 -2.1
C 4.9 -4.5 0.2
C -2.9 4.6 1.7
C 2.8 -1.9 -1.0
H -0.4 3.1 -2.4
H -1.7 -4.4 0.7

Calculated values
Kohn-Sham gap	0.2570	Ha
energy	-393.48545	Eh
multiplicity	1

***

C4H3N3O | ωB97M-V with the def2-TZVPD basis set

Last column: natural (NBO) charge in e.
Positions of all 11 atoms, in Å:
C -0.74125 0.60409 -0.08973  0.42
C 0.48386 -0.07922 -0.24160  -0.05
C 1.83646 0.23464 0.00068  -0.07
C 3.12591 0.30518 0.04902  -0.21
H -1.99253 2.06262 0.66457  0.51
H 0.40180 -2.36830 0.30455  0.45
H 4.32231 -0.16425 0.31651  0.31
N -1.80146 -0.20954 -0.06897  -0.31
N -1.38812 -1.54220 0.14359  -0.04
N 0.00590 -1.35851 -0.05156  -0.33
O -1.08447 1.98169 0.03033  -0.68

Cartesian forces (eV/Å) of the 6 atoms listed first:
C -2.1 2.1 -0.3
C -2.2 -0.4 2.0
C 7.4 0.2 -0.3
C -2.8 -2.7 0.8
H 3.7 -0.9 -2.8
H 0.0 3.9 -1.6

Calculated values
Kohn-Sham gap	0.3313	Ha
energy	-393.50853	Eh
multiplicity	1

***

C4H3N3O | ωB97M-V with the def2-TZVPD basis set

Last column: natural (NBO) charge in e.
Positions of all 11 atoms, in Å:
C -3.13897 0.03795 0.05535  -0.15
C -1.92872 0.43064 0.01096  -0.07
C -0.49530 0.44306 -0.05254  0.42
C 2.01119 0.13596 0.05506  0.20
H -4.18751 -0.19481 0.31878  0.26
H 3.03598 -0.20999 -0.16783  0.18
H 1.68983 -1.68505 -0.38799  0.36
N 0.20134 1.51020 0.12033  -0.27
N 1.58929 1.30086 -0.06757  -0.27
N 1.20405 -0.99368 0.41315  -0.30
O 0.01881 -0.77513 -0.29770  -0.36

Cartesian forces (eV/Å) of the 6 atoms listed first:
C 4.8 1.9 0.5
C -5.9 -2.3 0.0
C -0.1 1.4 0.4
C 1.2 -1.2 0.3
H 1.3 0.3 -0.6
H -0.2 1.0 0.4

Calculated values
Kohn-Sham gap	0.3403	Ha
energy	-393.50370	Eh
multiplicity	1

***

C4H3N3O | ωB97M-V with the def2-TZVPD basis set

Last column: natural (NBO) charge in e.
Positions of all 11 atoms, in Å:
C -0.30661 1.89542 0.65021  0.08
C -0.78591 1.50550 -0.51699  -0.30
C -0.54257 0.12023 -0.57295  0.01
C -0.30068 -1.05635 -1.30079  -0.08
H -0.55735 2.84573 1.24946  0.24
H -1.29252 2.13460 -1.27118  0.27
H -0.56294 -1.18150 -2.33992  0.21
N 0.62158 -1.87613 -0.82518  -0.21
N 0.91184 -1.39594 0.48785  -0.13
N 0.14829 -0.22394 0.59720  0.16
O 0.28193 0.73555 1.37320  -0.24

Cartesian forces (eV/Å) of the 6 atoms listed first:
C 0.1 0.7 3.3
C -1.0 0.1 -1.3
C 1.9 -3.5 1.2
C 0.1 0.9 -3.0
H 1.1 -2.0 -0.9
H 0.4 -0.5 0.8

Calculated values
Kohn-Sham gap	0.3533	Ha
energy	-393.55682	Eh
multiplicity	1

***

C4H3N3O | ωB97M-V with the def2-TZVPD basis set

Last column: natural (NBO) charge in e.
Positions of all 11 atoms, in Å:
C 1.73691 0.72045 -0.06208  0.03
C 0.32777 -0.89034 0.06126  0.41
C -1.18252 0.72777 0.01962  0.00
C 0.27109 0.45855 0.15727  -0.29
H 2.06444 1.90349 -0.08828  0.25
H -2.79589 -0.65701 -0.19778  0.43
H -1.83932 1.56391 0.11978  0.22
N 2.49143 -0.31525 -0.02538  -0.11
N -0.84712 -1.49676 -0.01044  -0.32
N -1.73386 -0.46335 -0.02364  -0.30
O 1.50707 -1.55146 0.04966  -0.33

Cartesian forces (eV/Å) of the 6 atoms listed first:
C -1.5 4.0 1.2
C -1.4 -3.5 0.5
C 2.9 0.5 0.7
C -0.3 1.3 -1.4
H 0.0 -3.6 -0.1
H 3.0 0.4 0.7

Calculated values
Kohn-Sham gap	0.3660	Ha
energy	-393.59866	Eh
multiplicity	1

***

C4H3N3O6 | ωB97M-V with the def2-TZVPD basis set

Last column: natural (NBO) charge in e.
Positions of all 16 atoms, in Å:
C 2.35347 -0.14563 -0.29625  0.80
C 0.17018 -1.04980 0.54360  0.81
C 0.43911 1.43597 0.11605  0.81
C -1.54126 0.69438 0.94112  0.79
N 1.49287 -1.19049 0.12821  -0.65
N 1.77092 1.14653 -0.16185  -0.66
N -0.30474 0.27363 0.54200  -0.57
O 3.49072 -0.33970 -0.65257  -0.55
O -0.34290 -1.99587 1.05699  -0.53
O -0.05092 2.53453 0.25561  -0.54
O -2.64840 0.88995 0.82683  -0.25
O -2.51939 -0.81119 -0.86594  -0.54
O -3.45890 0.21061 -0.75251  -0.28
H -2.94357 -1.51347 -1.42858  0.48
H 1.75342 -2.12050 -0.10373  0.44
H 2.33938 1.98105 -0.14898  0.45

Cartesian forces (eV/Å) of the 6 atoms listed first:
C 0.0 -0.3 0.4
C 1.3 -0.7 0.9
C 0.5 -0.2 1.7
C 2.5 0.1 1.9
N 0.2 2.8 -1.1
N -0.8 -0.4 -0.1

Calculated values
Kohn-Sham gap (alpha / beta)	0.3195 / 0.2637	Ha
energy	-769.73946	Eh
multiplicity	1

***

C4H3NO | ωB97M-V with the def2-TZVPD basis set

Last column: natural (NBO) charge in e.
Positions of all 9 atoms, in Å:
O -1.18278 1.33218 -0.55037  -0.58
C -0.43604 0.29788 -0.80478  0.26
C 0.91835 0.36845 -0.38382  -0.23
C 2.10821 0.33596 -0.16388  -0.07
C -1.32670 -1.61105 0.68150  0.02
N -1.49330 -2.09009 1.72415  -0.36
H -0.70619 2.05541 -0.10299  0.48
H -1.11050 -1.03855 -0.33212  0.23
H 3.15881 0.33534 0.02900  0.25

Cartesian forces (eV/Å) of the 6 atoms listed first:
O 0.2 0.1 -0.1
C 0.3 0.5 -0.4
C 0.6 0.3 0.0
C -0.5 0.1 -0.1
C -0.2 -0.5 0.6
N 0.2 0.5 -1.1

Calculated values
Kohn-Sham gap	0.3132	Ha
energy	-284.00958	Eh
multiplicity	1

***

C4H3NO | ωB97M-V with the def2-TZVPD basis set

Last column: natural (NBO) charge in e.
Positions of all 9 atoms, in Å:
C -0.15911 -0.86877 0.12950  -0.16
C -1.15348 0.10263 -0.24503  0.06
C 2.32102 -0.12960 0.13913  0.66
C 1.00395 -0.24540 0.28811  -0.29
N -1.03348 1.26710 0.24365  -0.57
O 3.41888 0.05738 -0.17354  -0.44
H -0.50800 -1.90413 0.29049  0.22
H -2.03073 -0.17150 -0.81883  0.17
H -1.85906 1.89229 0.14652  0.35

Cartesian forces (eV/Å) of the 6 atoms listed first:
C 0.9 0.4 0.0
C -2.0 1.2 0.3
C -3.4 -0.9 0.2
C 3.4 -1.3 -0.3
N -0.9 0.8 0.6
O 0.7 0.3 0.1

Calculated values
Kohn-Sham gap	0.2870	Ha
energy	-284.08946	Eh
multiplicity	1

***

C4H3NO | ωB97M-V with the def2-TZVPD basis set

Last column: natural (NBO) charge in e.
Positions of all 9 atoms, in Å:
C 1.15857 2.29887 -0.06885  0.39
C -0.15026 -1.59760 -0.19910  0.39
C 0.33747 -0.15191 -0.19538  -0.28
C -0.50130 0.81606 0.25959  0.01
N 0.03713 2.05297 0.18399  -0.57
O 0.22470 -2.45887 -0.97932  -0.50
H -1.02697 -1.89325 0.56851  0.12
H 1.29636 0.21663 -0.34917  0.22
H -1.37571 0.71710 0.77973  0.21

Cartesian forces (eV/Å) of the 6 atoms listed first:
C 0.7 2.2 0.0
C -0.6 -0.9 -0.2
C -3.8 -1.7 1.8
C 2.2 -2.6 -1.0
N 0.9 1.6 0.0
O -0.2 1.4 1.2

Calculated values
Kohn-Sham gap	0.3559	Ha
energy	-284.08167	Eh
multiplicity	1